[1]
# C17H19F6N5O3PtSb

A molecular structure, C17H19F6N5O3PtSb (the ωB97M-V functional and the def2-TZVPD basis, the OMol25 dataset).

Output
Highest occupied orbital energy (alpha / beta), eV: -8.2 / -8.9
Orbital gap (alpha / beta), eV: 7.88 / 6.93
Lowest unoccupied orbital energy (alpha / beta), eV: -0.2897 / -2.0080
Multiplicity: 2
⟨S²⟩: 0.777

```
52
Properties=species:S:1:pos:R:3:nbo_charge:R:1
Pt -0.462 0.076 -0.128 1.054
Sb -4.248 0.429 -0.449 3.180
F -4.674 -1.411 -0.322 -0.685
F -2.416 -0.137 -0.978 -0.677
F -5.951 0.923 0.147 -0.666
F -4.708 0.407 -2.264 -0.663
F -3.666 2.204 -0.575 -0.663
F -3.548 0.316 1.321 -0.686
O 1.435 -2.031 -1.264 -0.621
O -0.166 -0.996 2.306 -0.577
O -0.627 1.907 -0.818 -0.594
N 1.222 0.810 0.511 -0.225
N 1.434 2.102 0.169 -0.351
N -2.466 -2.279 1.114 -0.711
N 0.442 -4.051 -1.059 -0.412
N -0.575 -2.093 -0.195 -0.651
C 3.634 0.814 0.886 -0.650
C -0.469 4.446 -1.907 -0.180
C 0.455 6.660 -1.766 -0.185
C -1.588 -4.249 0.122 -0.374
C 0.488 -2.670 -0.854 0.773
C 1.539 -4.634 -1.820 -0.395
C 0.943 -1.473 2.488 0.546
C 1.112 -2.722 3.317 -0.709
C 1.361 4.907 -0.398 -0.185
C -1.549 -2.834 0.347 0.496
C -0.457 5.769 -2.316 -0.211
C 1.361 6.229 -0.806 -0.218
C 0.446 4.014 -0.951 -0.068
C 2.285 0.198 1.132 0.269
C -0.584 -4.796 -0.585 0.112
C 2.174 -0.884 1.949 -0.342
C 0.414 2.614 -0.506 0.563
H -1.187 3.746 -2.310 0.243
H 4.413 0.121 1.193 0.219
H 1.623 -4.138 -2.784 0.229
H 3.104 -1.336 2.266 0.214
H 3.755 1.069 -0.165 0.240
H -0.537 -5.856 -0.797 0.219
H 1.794 -3.423 2.832 0.222
H 1.339 -5.693 -1.964 0.203
H 2.064 6.928 -0.371 0.216
H -2.517 -1.281 1.271 0.445
H 3.736 1.737 1.456 0.242
H 2.062 4.556 0.347 0.230
H 1.547 -2.464 4.286 0.241
H 2.479 -4.505 -1.286 0.219
H 0.456 7.695 -2.083 0.215
H -3.303 -2.795 1.326 0.414
H -2.393 -4.848 0.517 0.238
H 0.140 -3.182 3.479 0.236
H -1.167 6.108 -3.059 0.220
```

[2]
# C3H4N2O

C3H4N2O in the gas phase (the ωB97M-V functional and the def2-TZVPD basis, the OMol25 dataset).

Output
SMILES string: Oc1cc[nH]n1
Highest occupied orbital energy, eV: -9.5
Orbital gap, eV: 10.39
Lowest unoccupied orbital energy, eV: 0.9253
Multiplicity: 1

```
10
Properties=species:S:1:pos:R:3:nbo_charge:R:1
O 2.122 0.057 -0.337 -0.656
N -1.130 -0.928 0.400 -0.441
N 0.271 -1.164 0.264 -0.381
C -0.113 1.048 -0.006 -0.349
C 0.816 -0.026 -0.043 0.439
C -1.317 0.443 0.214 -0.015
H 0.118 2.098 -0.122 0.239
H -2.299 0.902 0.310 0.220
H 2.484 -0.839 -0.259 0.494
H -0.953 -1.590 -0.420 0.449
```

[3]
# C21H39N2O2P3Re

A molecular structure, C21H39N2O2P3Re (the ωB97M-V functional and the def2-TZVPD basis, the OMol25 dataset).

Output
Highest occupied orbital energy (alpha / beta), eV: -19.4 / -19.4
Total charge: +4
Orbital gap (alpha / beta), eV: 5.96 / 5.29
Lowest unoccupied orbital energy (alpha / beta), eV: -13.4536 / -14.1126
Multiplicity: 4
⟨S²⟩: 3.762

```
68
Properties=species:S:1:pos:R:3:nbo_charge:R:1
Re 0.917 -0.121 -1.924 0.788
P -3.982 -0.937 -1.266 1.330
P 1.573 3.154 1.797 1.463
P 3.161 -2.075 -0.764 1.043
O 2.065 0.433 1.158 -0.475
O -0.412 -2.116 0.220 -0.344
N -1.841 -0.102 3.385 -0.306
N -1.032 0.495 1.416 -0.571
C -3.601 -2.372 -2.347 -0.963
C 4.778 -1.224 -0.765 -0.948
C -1.898 -0.663 4.733 -0.420
C -0.432 0.164 -3.302 -0.253
C 2.990 3.882 0.969 -0.964
C 2.035 0.155 -3.583 -0.229
C -2.315 0.947 1.506 -0.137
C 0.029 3.695 1.052 -0.966
C -0.763 -0.153 2.541 0.149
C 0.101 -1.381 -0.511 0.571
C -5.587 -0.346 -1.871 -0.964
C -0.313 1.354 -2.518 -0.277
C 2.976 -2.945 0.827 -0.961
C 2.128 1.314 -2.770 -0.216
C 1.553 2.786 3.540 -0.986
C 0.755 -0.438 -3.852 -0.250
C 3.237 -3.294 -2.125 -0.952
C -4.411 -1.796 0.286 -0.963
C -2.836 0.620 2.745 -0.056
C 0.958 1.910 -2.257 -0.230
C 1.643 1.490 0.830 0.285
H 2.189 1.910 3.755 0.301
H 4.033 -4.044 -2.085 0.299
H 0.110 4.756 0.780 0.300
H 5.663 -1.872 -0.753 0.302
H 1.006 2.792 -1.625 0.279
H -5.413 0.131 -2.857 0.283
H -2.806 -2.976 -1.887 0.259
H 3.872 3.242 1.143 0.293
H -0.803 3.549 1.752 0.299
H 2.269 -3.809 -2.147 0.255
H -1.402 -0.277 -3.470 0.280
H -3.509 -2.319 0.651 0.263
H -2.850 -1.183 4.888 0.248
H 2.917 -0.395 -3.885 0.301
H 3.783 -3.650 1.067 0.305
H 0.524 2.564 3.870 0.301
H -1.801 0.126 5.490 0.240
H -5.935 0.413 -1.139 0.284
H 3.183 4.891 1.356 0.320
H -3.786 0.854 3.187 0.260
H 4.798 -0.605 -1.670 0.246
H 1.925 3.659 4.101 0.323
H 2.801 3.924 -0.116 0.277
H 0.664 -1.374 -4.382 0.307
H 3.327 -2.726 -3.059 0.245
H 2.022 -3.486 0.831 0.260
H -6.278 -1.206 -1.940 0.310
H -1.070 -1.373 4.854 0.232
H 0.139 -0.682 2.817 0.218
H -3.243 -2.021 -3.326 0.261
H -4.511 -2.972 -2.472 0.311
H 4.817 -0.551 0.099 0.256
H -0.149 3.064 0.160 0.258
H 2.925 -2.178 1.611 0.258
H -2.817 1.455 0.687 0.211
H -1.216 1.801 -2.109 0.289
H -5.228 -2.506 0.075 0.305
H 3.096 1.677 -2.428 0.289
H -4.719 -1.040 1.027 0.275
```

Calculated energy relative to the best compared isomer or geometry (same formula, charge and spin), 24.38, 58.91, 45.26 kcal/mol (same order as the records).